{
  "formula": "C6H6INO",
  "method": "the ωB97M-V functional and the def2-TZVPD basis",
  "smiles": "C#CCO[C@@](C)(I)C#N",
  "lumo_ev": -0.30,
  "de_lowest_kcal_mol": 62.06,
  "homo_energy_ev": -9.88,
  "max_force_ha_per_bohr": 0.079,
  "elements": ["C", "C", "C", "O", "C", "C", "I", "C", "N", "H", "H", "H", "H", "H", "H"],
  "coordinates": [[2.769227, -1.082329, 2.033241], [2.035953, -0.438425, 1.357221], [1.226637, 0.381769, 0.425503], [-0.144235, -0.005190, 0.512333], [-0.906460, 0.398417, -0.460546], [-2.206271, -0.371184, -0.366025], [-1.410096, 2.613363, -0.288744], [-0.314089, 0.299368, -1.941048], [0.075317, 0.306267, -3.026341], [3.019580, -1.961299, 2.569646], [1.650025, 0.181876, -0.512381], [1.435646, 1.456533, 0.733349], [-3.010553, 0.354267, -0.244988], [-2.212252, -1.099872, -1.298222], [-2.008429, -1.033560, 0.507001]],
  "forces_ev_per_a": [[-0.244, -1.316, 0.638], [-1.196, 1.196, -1.135], [1.252, 0.760, 2.881], [2.673, -0.270, 1.175], [-1.137, 1.142, -3.703], [0.725, -1.896, -1.275], [0.343, -0.369, -0.044], [-0.365, 0.448, 1.843], [-0.191, -0.165, 0.524], [0.787, 0.102, 0.340], [0.123, 0.009, -1.765], [-0.853, -0.981, -0.662], [-0.342, -0.887, -0.221], [-0.720, 1.678, 1.823], [-0.856, 0.548, -0.418]]
}